6
Properties=species:S:1:pos:R:3:forces:R:3:lowdin_charge:R:1 method="wB97M-V/def2-TZVPD" lumo_energy_ev=-0.78 relative_energy_kj_mol=251.5 molar_mass_g_mol=172.4 homo_energy_ev=-10.4
C -0.710 1.515 -1.439 -2.2 1.1 -0.3 -0.87
C 0.121 -1.151 1.137 -1.8 -1.7 -0.8 -0.60
N -1.729 2.067 -1.512 1.2 -0.7 0.2 0.08
F 0.040 -2.477 1.314 0.1 0.9 -0.1 -0.10
Cl 1.445 -0.635 1.953 1.7 0.6 1.1 0.68
Br 0.833 0.682 -1.453 1.0 -0.4 -0.2 0.82

=====

8
Properties=species:S:1:pos:R:3:forces:R:3:lowdin_charge:R:1 method="wB97M-V/def2-TZVPD" lumo_energy_ev=-0.52 relative_energy_kj_mol=122.8 molar_mass_g_mol=188.9 homo_energy_ev=-10.9 smiles="FC(F)(F)C1(Br)N=N1"
C 0.458 -0.504 -0.073 1.0 0.0 0.1 -0.67
C -0.542 0.690 -0.141 -1.1 -1.1 1.3 -0.70
N 0.122 -1.936 -0.153 -0.2 0.9 -0.3 0.15
N 0.200 -1.485 0.978 0.3 0.3 -0.3 0.13
F -1.839 0.371 -0.391 0.7 -0.9 -0.4 0.13
F -0.599 1.220 1.081 0.5 0.3 0.9 0.14
F -0.215 1.628 -0.955 0.9 0.9 -1.5 0.18
Br 2.414 0.014 -0.345 -2.2 -0.5 0.2 0.65

=====

8
Properties=species:S:1:pos:R:3:forces:R:3:lowdin_charge:R:1 method="wB97M-V/def2-TZVPD" lumo_energy_ev="-1.70 / -1.70" relative_energy_kj_mol=139.0 molar_mass_g_mol=209.0 homo_energy_ev="-9.6 / -9.6"
C 0.171 -1.913 -0.463 -1.0 3.8 0.7 -0.86
C -0.116 1.349 0.425 0.8 -0.3 -0.7 -1.04
O 0.818 -1.834 0.481 0.3 -1.1 -0.1 0.09
F -0.702 2.539 0.319 -0.1 0.7 0.4 0.05
F 1.213 1.544 0.156 -0.7 -0.3 -0.3 0.05
F -0.136 0.942 1.684 -0.3 -0.1 0.7 0.08
S -1.060 0.307 -0.690 1.0 -2.2 -0.3 0.74
Br -0.188 -2.934 -1.912 -0.1 -0.5 -0.4 0.88

=====

6
Properties=species:S:1:pos:R:3:forces:R:3:lowdin_charge:R:1 method="wB97M-V/def2-TZVPD" lumo_energy_ev=3.76 relative_energy_kj_mol=37.7 molar_mass_g_mol=151.9 homo_energy_ev=-3.6 total_charge=-1
C 0.684 1.020 0.296 -0.1 1.0 -0.2 -0.61
C -0.317 -1.109 0.316 -0.5 -1.0 1.8 -0.33
O 1.334 1.009 -0.650 1.0 -0.1 -0.3 0.09
O 0.055 1.275 1.241 -0.3 0.2 0.8 0.13
O -1.162 -1.531 0.975 0.5 0.2 -1.1 -0.01
Br -0.593 -0.664 -2.177 -0.7 -0.2 -1.0 -0.26

=====

7
Properties=species:S:1:pos:R:3:forces:R:3:lowdin_charge:R:1 method="wB97M-V/def2-TZVPD" lumo_energy_ev=3.80 relative_energy_kj_mol=609.1 molar_mass_g_mol=167.9 homo_energy_ev=-3.9 total_charge=-1
C 1.223 0.972 0.013 2.3 -5.4 1.0 -0.58
C -0.570 -0.380 0.162 0.7 -0.5 0.3 -0.67
O 0.773 1.993 -0.129 -1.9 4.9 -0.8 0.17
O 2.014 0.093 0.128 -0.1 0.7 -0.1 0.10
O -0.342 -1.324 -0.784 -0.2 -0.3 -0.7 -0.12
O -0.519 -1.731 0.612 -0.4 0.7 0.2 -0.10
Br -2.578 0.377 -0.003 -0.3 -0.2 0.0 0.21

=====

10
Properties=species:S:1:pos:R:3:forces:R:3:lowdin_charge:R:1 method="wB97M-V/def2-TZVPD" lumo_energy_ev="-1.93 / -1.76" relative_energy_kj_mol=0.0 molar_mass_g_mol=203.9 homo_energy_ev="-9.8 / -10.5"
C -1.655 0.955 0.579 0.8 1.8 0.4 -0.52
C 2.217 -0.319 0.519 -2.2 -3.2 -0.8 -1.19
N -2.204 -0.040 0.132 -1.5 -3.1 -1.2 0.16
F -0.800 1.722 -0.014 0.4 0.4 -0.1 0.17
F -1.969 1.360 1.777 0.2 0.2 0.1 0.18
F 0.940 -0.883 0.482 1.7 0.9 0.2 -0.08
F -1.773 -0.399 -1.147 0.0 0.7 0.7 -0.03
F 3.657 -1.099 -2.165 -0.1 -0.2 0.9 -0.63
Cl 2.135 1.266 0.864 0.6 1.3 0.3 0.86
Cl 3.319 -1.243 -0.146 0.1 1.2 -0.6 1.08

=====

7
Properties=species:S:1:pos:R:3:forces:R:3:lowdin_charge:R:1 method="wB97M-V/def2-TZVPD" lumo_energy_ev=0.22 relative_energy_kj_mol=0.0 molar_mass_g_mol=138.9 homo_energy_ev=-10.8 smiles=Clc1nonc1Cl
C -0.653 0.180 0.401 1.3 -1.1 -0.5 -0.82
C 0.607 -0.390 -0.065 -0.8 -0.4 1.1 -0.79
N -1.134 -0.548 1.350 0.8 -0.4 -0.2 0.11
N 0.845 -1.447 0.654 0.0 0.6 -0.6 0.07
O -0.189 -1.569 1.500 -0.7 0.5 0.4 -0.08
Cl -1.378 1.481 -0.336 -0.6 0.9 -0.1 0.77
Cl 1.602 0.153 -1.313 0.0 0.1 0.0 0.74

=====

7
Properties=species:S:1:pos:R:3:forces:R:3:lowdin_charge:R:1 method="wB97M-V/def2-TZVPD" lumo_energy_ev=-0.33 relative_energy_kj_mol=0.0 molar_mass_g_mol=155.0 homo_energy_ev=-10.0
Cl 1.351 0.764 1.841 -0.4 -0.5 -0.6 0.67
Cl -0.020 -2.231 0.874 0.0 0.7 -0.4 0.67
N 0.155 1.503 -0.369 -1.0 -1.0 -1.0 -0.26
N -0.889 -0.687 -1.098 0.3 1.2 -0.3 -0.27
S -0.835 0.908 -1.628 1.1 -0.6 1.8 0.96
C 0.406 0.485 0.406 0.5 1.5 0.1 -0.89
C -0.168 -0.742 -0.026 -0.4 -1.3 0.5 -0.89

=====

5
Properties=species:S:1:pos:R:3:forces:R:3:lowdin_charge:R:1 method="wB97M-V/def2-TZVPD" lumo_energy_ev=-1.10 relative_energy_kj_mol=141.6 molar_mass_g_mol=110.9 homo_energy_ev=-9.8
C -1.297 -1.763 0.173 -0.3 0.3 0.0 -0.01
C 1.414 -0.097 -0.761 0.1 -0.5 -0.1 -1.03
O -1.878 -0.796 0.211 0.2 -0.4 0.0 0.01
Cl 1.021 1.470 -1.218 -0.2 0.6 -0.3 0.53
Cl 1.812 -0.097 0.885 0.2 -0.1 0.5 0.50

=====

7
Properties=species:S:1:pos:R:3:forces:R:3:lowdin_charge:R:1 method="wB97M-V/def2-TZVPD" lumo_energy_ev=-0.91 relative_energy_kj_mol=47.2 molar_mass_g_mol=175.1 homo_energy_ev=-9.5 smiles="S=C(Cl)Cl.O=C=S"
C -1.089 0.008 -0.595 -0.8 -0.1 -0.4 -0.95
C 1.804 0.017 -0.007 1.2 -0.2 -1.3 -1.81
O -1.169 0.058 -1.734 -0.3 0.2 -1.1 0.06
S -1.029 -0.108 0.929 -0.3 -0.2 1.7 0.82
S 1.591 -0.252 -1.567 0.2 0.3 -0.3 0.70
Cl 2.483 -1.239 0.934 -0.1 -0.1 1.0 0.58
Cl 1.772 1.574 0.700 0.1 0.1 0.4 0.59

=====

10
Properties=species:S:1:pos:R:3:forces:R:3:lowdin_charge:R:1 method="wB97M-V/def2-TZVPD" lumo_energy_ev=-0.51 relative_energy_kj_mol=0.0 molar_mass_g_mol=181.5 homo_energy_ev=-12.1 smiles="O=[N+]([O-])C(F)(F)C(F)(F)Cl"
C 0.402 0.296 -0.352 0.3 0.3 -0.4 -0.45
C -1.114 -0.020 -0.235 -0.4 -0.1 0.0 -0.84
N 1.197 -0.363 0.830 -0.8 0.6 -1.1 -0.32
O 1.574 -1.472 0.623 0.4 -0.9 0.0 0.15
O 1.311 0.319 1.799 0.2 0.4 0.9 0.15
F 0.899 -0.184 -1.490 -0.2 0.0 0.4 0.16
F 0.618 1.608 -0.302 -0.2 -0.4 0.2 0.16
F -1.296 -1.345 -0.258 0.2 0.1 -0.2 0.10
F -1.571 0.415 0.945 0.2 0.2 -0.1 0.10
Cl -2.018 0.745 -1.561 0.4 -0.2 0.4 0.79

=====

8
Properties=species:S:1:pos:R:3:forces:R:3:lowdin_charge:R:1 method="wB97M-V/def2-TZVPD" lumo_energy_ev=-1.13 relative_energy_kj_mol=104.3 molar_mass_g_mol=185.7 homo_energy_ev=-8.3
C -1.053 -1.315 -0.084 -1.8 1.7 0.4 -0.69
C 0.814 1.201 0.087 -0.7 -0.3 -0.2 -0.98
N -1.918 -0.506 -0.051 2.9 -2.7 -0.3 -0.61
O 3.241 0.439 0.009 0.7 -0.1 0.0 -0.61
S -0.319 2.237 0.336 0.8 -0.4 0.0 0.71
S -2.741 0.792 -0.198 -1.6 1.6 -0.1 0.62
S 1.860 -0.003 -0.258 -0.6 0.9 0.3 0.76
Cl -0.292 -2.698 0.231 0.2 -0.5 0.0 0.81

=====

no.,electronic energy (eV)
1,-88842.525
2,-83246.736
3,-93149.655
4,-78261.127
5,-80304.056
6,-42189.422
7,-32143.727
8,-40933.835
9,-29163.068
10,-50836.013
11,-31048.290
12,-50634.786